ORCA calculation (ωB97M-V with the def2-TZVPD basis set) on a structure of composition C48H40N7OPtS3 in a non-equilibrium geometry.

```
100
Properties=species:S:1:pos:R:3:forces:R:3
Pt -1.584205 -1.635892 1.027504 1.0012 0.4054 -0.8031
O -3.159491 -2.328554 4.878528 -0.0496 -0.0054 0.0366
C -2.790798 -1.668290 3.904274 0.1529 -0.0072 -0.0083
N -2.329247 -2.252654 2.784517 -0.1162 0.0363 -0.1096
C -2.506507 -3.701028 2.804763 -0.1771 0.0660 -0.0997
C -2.567417 -4.251598 1.410553 0.0518 0.0263 0.1210
C -2.808939 -5.595091 1.150626 -0.1004 0.0074 0.0102
C -2.882973 -6.034144 -0.155258 0.0123 0.0891 -0.0125
C -2.723972 -5.110412 -1.184765 -0.0290 -0.0616 0.0092
C -2.472003 -3.796687 -0.866494 -0.1033 0.1279 -0.0763
N -2.379473 -3.382040 0.405833 0.0123 -0.0394 0.4748
C -2.882201 -0.159330 4.040847 0.0524 0.0296 -0.0899
C -2.878321 0.329392 5.345316 0.1033 -0.0149 0.0023
C -3.002251 1.689713 5.556025 -0.0678 -0.0167 -0.0266
C -3.167637 2.516979 4.457080 -0.0893 -0.0235 0.0321
C -3.199130 1.935268 3.201577 -0.0707 0.0014 -0.0042
N -3.044405 0.631665 2.980139 -0.0488 -0.1725 -0.0325
H -3.446121 -3.944471 3.309984 0.0353 -0.0564 0.0475
H -1.727569 -4.213373 3.380944 0.0625 0.0218 -0.0505
H -2.947623 -6.270604 1.983965 0.0088 -0.0162 -0.0158
H -3.073431 -7.076069 -0.374678 0.0035 -0.0021 -0.0012
H -2.791954 -5.401733 -2.222990 -0.0150 -0.0137 0.0078
H -2.344135 -3.031613 -1.619271 0.0823 -0.0049 0.0303
H -2.785825 -0.378352 6.155564 0.0025 0.0231 0.0219
H -2.991501 2.095980 6.559348 0.0178 -0.0002 0.0079
H -3.278629 3.587700 4.562817 -0.0385 -0.0234 0.0093
H -3.369625 2.556790 2.327089 0.0391 -0.0261 -0.0369
N -0.864943 -1.203443 -0.851923 -0.2364 -0.1399 -0.0579
S 0.116531 -0.823210 -1.833541 0.0754 -0.0797 0.0635
N 1.017415 0.558991 -1.737916 -0.0062 0.0268 -0.0641
S 1.952121 1.025509 -0.605244 0.0346 -0.2528 0.0859
N 1.402847 1.673737 0.690317 -0.1618 0.3905 -0.1376
S -0.114456 1.334774 1.226417 0.1840 -0.1502 0.0374
N -0.327901 -0.067466 1.539405 -0.7256 -0.1613 0.5125
C -1.184876 2.145989 0.040914 0.0357 0.0103 -0.0047
C -2.448161 1.609423 -0.147463 -0.0827 0.0211 0.1007
C -3.315257 2.234144 -1.035371 0.0226 -0.0013 -0.0209
C -2.912788 3.370072 -1.722072 0.0034 -0.0039 0.0019
C -1.635231 3.889080 -1.535336 -0.0186 0.0243 0.0119
C -0.761807 3.276606 -0.651178 0.0227 -0.0460 -0.0546
C -0.104646 2.440245 2.637775 -0.0046 -0.1661 0.0895
C 0.278277 1.831627 3.824390 -0.0264 -0.0126 0.0031
C 0.279458 2.573570 4.994242 0.0202 0.0515 -0.0130
C -0.110410 3.905993 4.972049 0.0545 -0.0128 -0.0287
C -0.506434 4.497291 3.780840 0.0555 0.0026 -0.0147
C -0.510417 3.764719 2.602819 0.0662 0.0755 -0.0666
C 2.939269 2.274272 -1.370169 -0.0146 0.0502 0.0725
C 3.806463 2.991279 -0.554224 0.0016 -0.0078 0.0047
C 4.571821 3.991708 -1.126329 0.0062 0.0002 -0.0105
C 4.457723 4.264940 -2.485498 -0.0012 0.0003 0.0046
C 3.580800 3.542083 -3.280360 0.0074 -0.0052 0.0061
C 2.808182 2.531072 -2.724535 0.0180 -0.0268 -0.0157
C 3.092583 -0.232948 -0.095635 -0.0121 0.0184 0.0436
C 2.755969 -0.973100 1.029689 0.0115 0.0164 -0.0108
C 3.609718 -1.991412 1.424064 0.0171 -0.0133 -0.0086
C 4.771998 -2.245096 0.708545 -0.0154 -0.0043 0.0118
C 5.087755 -1.495745 -0.417966 -0.0224 -0.0040 -0.0160
C 4.242280 -0.480161 -0.833228 -0.0221 -0.0261 -0.0575
C 1.366163 -2.054854 -2.190489 0.0173 0.0378 -0.0586
C 1.386447 -3.168516 -1.371435 -0.0051 -0.0140 0.0314
C 2.331546 -4.159339 -1.609647 0.0185 0.0100 -0.0062
C 3.222728 -4.027597 -2.663532 -0.0065 -0.0007 0.0126
C 3.188701 -2.901482 -3.481011 0.0052 0.0019 0.0064
C 2.262114 -1.902202 -3.242078 -0.0137 0.0042 -0.0072
C -0.608455 -0.477448 -3.423139 -0.0774 0.0332 0.0450
C -0.811156 -1.514426 -4.320965 0.0032 -0.0218 0.0028
C -1.552670 -1.273600 -5.468946 -0.0002 -0.0041 0.0055
C -2.095042 -0.017035 -5.696547 0.0061 0.0123 0.0063
C -1.892457 1.009100 -4.782063 -0.0085 -0.0111 -0.0105
C -1.148338 0.783581 -3.635880 0.0798 0.0235 -0.0050
H -2.754063 0.730445 0.409191 0.0132 0.0113 0.0270
H -4.306634 1.827185 -1.184517 0.0033 0.0058 -0.0072
H -3.593552 3.855110 -2.409873 -0.0050 0.0017 0.0072
H -1.322500 4.775105 -2.072238 0.0024 -0.0073 -0.0107
H 0.238120 3.666609 -0.506201 -0.0069 0.0049 0.0179
H 0.538211 0.780607 3.826232 -0.0089 -0.0026 0.0019
H 0.569694 2.106007 5.925571 -0.0029 -0.0047 0.0002
H -0.117150 4.482147 5.887914 -0.0015 0.0010 0.0049
H -0.825648 5.531042 3.766256 0.0002 0.0032 -0.0002
H -0.845535 4.226861 1.684929 0.0135 -0.0127 0.0017
H 3.870189 2.773771 0.504108 -0.0037 0.0056 -0.0026
H 5.254771 4.562256 -0.512104 -0.0013 0.0000 0.0003
H 5.056826 5.051097 -2.925353 0.0004 -0.0019 0.0002
H 3.494296 3.762251 -4.335636 -0.0033 0.0036 0.0021
H 2.110699 1.958353 -3.319971 0.0004 -0.0006 0.0011
H 1.839891 -0.760853 1.569948 0.0004 0.0003 0.0149
H 3.367479 -2.582265 2.297277 0.0000 0.0069 0.0021
H 5.441688 -3.030775 1.033028 -0.0035 -0.0042 -0.0049
H 5.993866 -1.699936 -0.972135 0.0019 0.0058 0.0023
H 4.476838 0.108713 -1.711155 0.0086 0.0060 0.0116
H 0.676975 -3.241485 -0.554434 -0.0164 -0.0025 -0.0204
H 2.365123 -5.033753 -0.973299 0.0036 0.0000 -0.0023
H 3.951460 -4.804858 -2.853015 -0.0043 -0.0034 0.0004
H 3.886528 -2.806079 -4.302371 -0.0018 0.0021 -0.0017
H 2.224961 -1.018800 -3.868378 0.0010 -0.0027 -0.0029
H -0.392226 -2.495847 -4.137964 -0.0097 -0.0059 0.0206
H -1.709064 -2.071301 -6.182567 -0.0001 0.0011 0.0001
H -2.679685 0.163164 -6.588841 0.0090 0.0023 -0.0040
H -2.318500 1.987855 -4.959527 0.0018 0.0015 0.0003
H -0.981142 1.575095 -2.916459 -0.0278 -0.0097 0.0063
```
Positions in Å, forces in eV/Å.

Highest occupied orbital energy ... -9.6 eV
Kohn-Sham gap ... 7.31 eV
Net charge ... +1
Energy above the lowest of the compared OMol25 structures with the same formula, charge and spin ... 0.000 eV

***

ORCA calculation (ωB97M-V with the def2-TZVPD basis set) on a cluster of 8 separate species, C48H40N8O16 in total in a non-equilibrium geometry.

```
112
Properties=species:S:1:pos:R:3:forces:R:3
C -4.454591 0.034347 2.630346 1.0044 -0.5824 -1.8368
C -4.162421 -0.153233 1.217246 -1.5261 -0.0690 2.4475
C -3.431551 0.755137 0.523206 0.4288 0.4446 -0.5535
C -2.915121 1.890557 1.157096 -0.9577 -1.9420 1.6021
C -3.127211 2.009757 2.544156 0.4450 0.5291 0.2326
C -3.854441 1.075477 3.309566 -0.3296 0.1493 -1.6726
N -2.245501 2.877817 0.355746 -0.5670 1.6867 1.4166
O -1.974001 3.926977 0.921196 0.4272 -0.0211 0.1035
O -2.122091 2.704587 -0.819434 0.4029 -0.6259 -1.3790
H -5.059491 -0.680143 3.168876 -0.1302 -0.0983 -0.1609
H -4.646141 -0.946023 0.665976 0.1641 -0.2346 0.2040
H -3.305351 0.560037 -0.531504 0.2590 0.3372 -0.0782
H -2.738621 2.836487 3.120266 0.2449 0.3068 -0.4169
H -4.084581 1.223747 4.354286 0.3429 0.2167 0.0968
C 1.237149 2.252627 0.857406 0.0220 0.0300 0.7096
C 1.105479 1.081247 0.148076 -0.7346 -1.2812 1.2123
C 0.515649 -0.053663 0.818626 0.4130 0.8283 -1.7536
C 0.056009 -0.002603 2.122456 0.6405 2.0261 0.1651
C 0.193779 1.208757 2.830336 0.5353 1.4257 -0.7937
C 0.806409 2.317247 2.180596 -0.7874 -1.2648 0.2337
N -0.567211 -1.143853 2.752576 -0.7226 -2.3251 -2.1172
O -1.064411 -2.001973 1.992896 0.5813 1.3837 0.9087
O -0.541321 -1.299503 3.949816 0.0511 0.6557 0.9878
H 1.676139 3.160287 0.470306 0.1289 -0.1795 -0.5135
H 1.454479 1.019067 -0.872084 0.0743 -0.2411 -0.2003
H 0.386089 -0.924473 0.193086 -0.0163 -0.3033 0.2895
H -0.240371 1.443897 3.790876 0.0487 -0.6820 0.2268
H 0.901739 3.286177 2.648026 -0.1875 -0.1275 0.4931
C -0.774701 -2.586323 8.230876 -2.6981 -0.3117 -0.3307
C 0.152699 -1.756653 7.681326 0.0575 1.8127 -0.8447
C -0.247541 -0.523633 7.086216 -0.0560 -0.5191 0.5648
C -1.597131 -0.109813 7.156656 2.5263 0.2996 -0.7288
C -2.494861 -0.936103 7.717916 -2.0826 -1.4826 1.1909
C -2.151451 -2.203153 8.185326 1.7611 0.3768 0.5449
N -2.001561 1.233467 6.659466 -1.2824 0.6131 1.1299
O -3.102061 1.716777 7.041916 2.2231 -1.3181 -0.9444
O -1.191821 1.813107 5.975666 -0.3447 0.0993 -0.0726
H -0.554721 -3.581623 8.587806 0.3280 0.0665 0.2553
H 1.203139 -2.005693 7.712316 0.0547 0.0006 -0.2050
H 0.535699 0.066287 6.633546 -0.2749 0.2730 -0.1001
H -3.513661 -0.613523 7.874036 -0.1135 0.1327 -0.2888
H -2.887351 -2.822693 8.676276 -0.1330 -0.0487 -0.2127
C -4.071781 1.019847 -4.918394 0.2975 2.6981 1.4551
C -3.148941 1.456727 -3.961244 -0.0073 -0.8819 -0.3562
C -2.485961 0.497407 -3.227314 1.7412 0.3536 0.9819
C -2.662821 -0.845763 -3.428584 -1.2848 -0.2335 -0.3935
C -3.673641 -1.238893 -4.303384 1.0485 -1.0016 0.7791
C -4.376301 -0.293303 -5.000514 -0.9145 -1.4900 -0.7122
N -1.961391 -1.887363 -2.656654 1.3424 -1.3708 1.3868
O -1.526721 -1.670173 -1.504434 -1.1139 0.4326 -2.2667
O -1.836441 -2.991823 -3.197864 -0.4253 1.4167 0.3392
H -4.617571 1.837247 -5.366014 -0.2921 -0.3797 -0.6523
H -2.922631 2.492927 -3.757584 -0.1175 0.0655 -0.2218
H -1.721041 0.792347 -2.524244 0.0157 0.1503 0.2024
H -3.879281 -2.295693 -4.388764 -0.1404 -0.0100 -0.1232
H -5.212081 -0.671013 -5.570784 -0.0194 0.2559 -0.3777
C 6.174659 -4.379873 -3.325084 -0.3032 0.5631 -1.9392
C 5.318219 -3.954063 -4.392634 -0.3611 -0.6852 2.8303
C 4.134069 -3.321303 -4.004324 0.1544 0.2035 -0.6928
C 3.862139 -2.956003 -2.673224 1.9469 -0.0837 0.1327
C 4.764029 -3.342433 -1.669274 0.2169 0.5182 -0.4622
C 5.936179 -4.012993 -2.017624 -0.5467 -0.4458 -0.2898
N 2.845769 -1.941973 -2.328294 -1.6227 -1.4557 -1.3892
O 1.881239 -1.922553 -3.122214 1.3926 0.6557 1.7118
O 3.004859 -1.318193 -1.302174 -0.5054 -0.0124 -0.6177
H 7.046569 -4.971293 -3.562554 0.2336 0.0918 -0.0082
H 5.454979 -4.185333 -5.438684 0.2741 -0.1044 0.1053
H 3.486439 -3.128633 -4.846854 -0.5117 0.6269 0.4418
H 4.640479 -3.052013 -0.636424 -0.3066 0.2057 -0.0869
H 6.686709 -4.285813 -1.290524 -0.2077 -0.0042 0.3095
C 6.193899 2.867057 -6.198274 -0.3170 -0.0663 -0.0611
C 6.356939 3.458847 -4.926724 1.3103 -0.1579 -1.6749
C 5.575729 3.128067 -3.888354 -0.0133 0.8133 1.8139
C 4.558739 2.230937 -4.064314 -2.2369 -1.6612 1.9282
C 4.374389 1.603557 -5.277354 -0.3456 -0.0431 -2.7554
C 5.147889 1.954367 -6.419234 0.2079 0.6650 2.1762
N 3.653379 1.864897 -2.981444 0.5084 -0.2303 -3.8775
O 3.818259 2.216647 -1.836474 1.5571 1.9283 3.6829
O 2.610309 1.214027 -3.256994 -0.9403 -0.9436 -1.0469
H 6.872549 3.118627 -6.999864 0.0212 0.1553 -0.1154
H 7.181469 4.134307 -4.752624 0.0922 0.2120 -0.1423
H 5.705699 3.583737 -2.917854 0.0047 0.0019 0.1139
H 3.511629 0.961427 -5.376024 0.0199 -0.1528 0.0314
H 4.948339 1.609417 -7.423024 -0.1035 -0.3748 0.1138
C -2.494881 -5.502443 6.002896 -0.2441 1.1818 -1.3697
C -3.528571 -6.297743 5.466396 0.1268 0.8442 0.8624
C -4.344541 -5.838833 4.438556 -0.5490 0.7976 -1.0930
C -4.094131 -4.610313 3.821476 1.7385 0.7298 0.4938
C -2.956611 -3.881383 4.279296 -1.7885 0.6573 -1.1142
C -2.199381 -4.256913 5.369256 -0.8009 -1.6669 0.2338
N -5.029651 -3.998063 2.727846 -0.9439 -0.7697 0.6567
O -4.756241 -3.017413 2.055866 0.8031 -0.9975 1.1247
O -6.125071 -4.558093 2.655096 1.0155 0.1277 0.1439
H -1.918121 -5.743103 6.883706 -0.1340 -0.4625 0.0364
H -3.875061 -7.191503 5.963936 0.3768 -0.2294 0.0369
H -5.213991 -6.392173 4.115636 0.0104 -0.2004 0.0665
H -2.788541 -2.918713 3.819486 0.2745 0.0769 -0.1760
H -1.440431 -3.576873 5.726946 0.1150 -0.1432 -0.0094
C 1.622019 6.123857 -2.453834 1.1225 2.1727 -0.9207
C 0.963379 4.967967 -2.254944 0.7902 -0.7991 1.6146
C 0.907229 4.031677 -3.240634 -1.9379 -0.6431 -2.0235
C 1.353409 4.314597 -4.559874 -0.7933 -1.6685 2.0346
C 2.039249 5.489927 -4.740574 -0.0007 0.4194 -1.2069
C 2.096829 6.429657 -3.720834 0.4633 -0.3472 -0.0656
N 1.087409 3.281957 -5.643404 -0.3416 -1.5213 0.3438
O 1.501519 3.541807 -6.758174 0.0641 0.4016 0.2565
O 0.490239 2.205197 -5.392404 1.0459 2.7747 0.2230
H 1.854709 6.828947 -1.669554 -0.3744 0.0286 0.2510
H 0.720339 4.734427 -1.228884 -0.6364 -0.3060 -0.0867
H 0.207489 3.233247 -3.042444 0.5905 -0.7309 -0.2885
H 2.504219 5.707207 -5.690834 -0.0906 -0.0107 -0.1569
H 2.595109 7.367927 -3.915154 0.1295 0.0235 0.0479
```
Positions in Å, forces in eV/Å.

Highest occupied orbital energy (alpha / beta) ... -1.5 / -5.2 eV
Kohn-Sham gap (alpha / beta) ... 2.09 / 5.75 eV
Spin multiplicity ... 2
Net charge ... -1
Energy above the lowest of the compared OMol25 structures with the same formula, charge and spin ... 0.235 eV